Record 1
Entry from OMol25: the molecule C6H10 in a non-equilibrium geometry (wB97M-V/def2-TZVPD).

## Properties
Net charge: 0
Strongest force on any atom in eV/Å: 1.31
E_HOMO (spin up / spin down) in eV: -7.56 / -7.11
E in eV: -6380.0345
E_LUMO (spin up / spin down) in eV: 0.297 / 0.704
HOMO-LUMO gap (spin up / spin down) in eV: 7.860 / 7.813

Last column: natural (NBO) charge in e.
Element x y z (Å)
C1 -1.3209 -1.9877 0.6586  -0.6525
C2 -0.3911 -1.0149 -0.0035  -0.1654
C3 -0.1019 1.3141 -1.2614  -0.3296
C4 0.6671 1.9265 -0.1868  -0.5229
C5 1.3679 0.6918 0.2885  -0.1398
C6 0.7269 -0.5069 0.6050  -0.2719
H1 -0.9623 -2.2696 1.6546  0.2104
H2 -1.4454 -2.9010 0.0645  0.2114
H3 -2.3186 -1.5501 0.7868  0.2209
H4 -0.5241 -0.8383 -1.0626  0.2123
H5 0.3909 1.0349 -2.1858  0.1875
H6 -1.1839 1.3662 -1.2829  0.1902
H7 0.0588 2.4189 0.5792  0.2188
H8 1.4272 2.6318 -0.5453  0.2292
H9 2.4427 0.7648 0.4639  0.1917
H10 1.1666 -1.0805 1.4272  0.2094

Record 2
Entry from OMol25: a cluster of 11 separate species, C27H67N8O17 in total in a non-equilibrium geometry (wB97M-V/def2-TZVPD).

## Properties
Net charge: +5
Strongest force on any atom in eV/Å: 2.13
E_HOMO in eV: -18.80
E in eV: -75765.2895
E_LUMO in eV: -11.537
HOMO-LUMO gap in eV: 7.264

Last column: Löwdin charge in e.
Element x y z (Å)
C1 -0.1472 -1.4304 3.5057  0.0333
C2 1.3265 -1.2841 3.7491  -0.3976
O1 1.8044 -0.8488 4.7410  0.1726
N1 2.2220 -1.8085 2.6694  0.1033
H1 2.1677 -2.8314 2.6545  0.1834
H2 1.9240 -1.5638 1.6996  0.1257
C3 3.6796 -1.4660 2.8867  0.0246
H3 -0.3509 -2.3899 3.0312  0.0920
H4 -0.4522 -0.6766 2.7751  0.0839
H5 -0.7012 -1.2892 4.4275  0.1029
H6 4.1567 -1.8555 1.9830  0.0962
H7 4.0891 -2.0738 3.6872  0.1157
H8 3.9469 -0.4190 2.8898  0.0877
C4 4.8482 3.5854 -3.7539  0.0393
C5 3.3636 3.5475 -3.8281  -0.3960
O2 2.7114 3.7185 -4.7964  0.2025
N2 2.6497 3.3659 -2.4966  0.0829
H9 3.0748 2.5331 -2.0388  0.0889
H10 2.8493 4.1689 -1.9001  0.1871
C6 1.1921 3.0496 -2.6259  -0.0078
H11 5.1820 2.9853 -4.6074  0.1138
H12 5.2890 3.1102 -2.8766  0.0910
H13 5.3084 4.5561 -3.9374  0.1187
H14 0.7228 3.9203 -3.0687  0.1053
H15 0.7876 2.8210 -1.6389  0.0855
H16 1.0401 2.1270 -3.1633  0.0517
C7 -5.0270 -1.4652 1.8102  0.0476
C8 -4.8992 -0.2661 2.6856  -0.3943
O3 -4.1856 -0.1855 3.6273  0.1830
N3 -5.7510 0.9626 2.3970  0.0797
H17 -5.1402 1.7798 2.4187  0.1453
H18 -6.1277 0.9680 1.4451  0.1687
C9 -6.9360 1.1541 3.3295  0.0606
H19 -4.1609 -1.5291 1.1468  0.1021
H20 -5.9243 -1.4289 1.1898  0.1014
H21 -5.0773 -2.3446 2.4486  0.1192
H22 -7.3364 2.1435 3.1242  0.1147
H23 -6.5884 1.0805 4.3560  0.1153
H24 -7.6971 0.4050 3.1275  0.1210
C10 2.0496 -0.4370 -3.4735  0.0393
C11 2.9079 -1.6159 -3.1493  -0.3818
O4 2.6494 -2.7604 -3.3027  0.1772
N4 4.1833 -1.2603 -2.4171  0.1035
H25 5.0026 -1.1858 -3.0287  0.2058
H26 4.0673 -0.3058 -2.0257  0.1068
C12 4.4134 -2.1709 -1.2475  0.0212
H27 1.1503 -0.7913 -3.9716  0.0925
H28 2.5618 0.1667 -4.2293  0.1211
H29 1.7051 0.1246 -2.6067  0.0766
H30 5.2789 -1.7708 -0.7192  0.1131
H31 4.7255 -3.1543 -1.5873  0.1078
H32 3.5204 -2.2105 -0.6335  0.0894
C13 0.4436 -4.9575 -0.0874  0.0340
C14 1.6902 -5.8122 -0.0931  -0.3811
O5 2.7588 -5.4110 0.2087  0.1817
N5 1.5069 -7.2760 -0.4947  0.0968
H33 0.5159 -7.4106 -0.7042  0.1702
H34 1.9908 -7.3874 -1.3936  0.2010
C15 1.9209 -8.2789 0.5637  0.0548
H35 0.0066 -4.7172 0.8809  0.1027
H36 -0.3744 -5.4235 -0.6416  0.0918
H37 0.7186 -4.0182 -0.5661  0.0749
H38 1.3969 -9.2082 0.3604  0.1182
H39 1.7183 -7.8974 1.5595  0.1132
H40 2.9911 -8.4413 0.4653  0.1167
C16 -4.4108 4.8966 -1.1925  0.0576
C17 -4.0299 4.0469 -0.0219  -0.3685
O6 -4.5174 2.9996 0.2682  0.1490
N6 -3.0134 4.6565 0.9597  0.1043
H41 -2.5678 5.4874 0.5632  0.1836
H42 -3.5821 4.9739 1.7531  0.1941
C18 -1.9792 3.6610 1.5038  0.0430
H43 -3.5315 5.3832 -1.6213  0.1087
H44 -5.0985 5.6597 -0.8142  0.1314
H45 -4.8515 4.2822 -1.9718  0.1166
H46 -1.3500 3.3846 0.6619  0.1079
H47 -2.4904 2.8839 2.0508  0.0892
H48 -1.3860 4.2912 2.1606  0.0866
C19 -1.1481 -2.9038 -3.3528  0.0410
C20 -2.4518 -2.6133 -2.7151  -0.4172
O7 -3.1356 -3.3755 -2.1119  0.1619
N7 -2.9927 -1.2149 -2.8711  0.0679
H49 -3.3005 -0.9142 -1.9488  0.1591
H50 -2.2606 -0.5179 -3.1402  0.0987
C21 -4.1098 -1.2697 -3.9052  0.0392
H51 -1.0403 -2.3390 -4.2812  0.1062
H52 -1.1482 -3.9639 -3.6056  0.1084
H53 -0.2901 -2.7154 -2.7137  0.0782
H54 -4.4702 -0.2638 -4.0974  0.1008
H55 -4.8772 -1.9002 -3.4714  0.1038
H56 -3.6277 -1.6055 -4.8184  0.1123
C22 0.5424 2.4173 6.2327  0.0576
C23 0.2527 3.0148 4.8959  -0.3703
O8 -0.8002 3.0535 4.3408  0.1525
N8 1.4713 3.5946 4.1664  0.1018
H57 1.2212 4.4812 3.7240  0.1855
H58 2.1309 3.8871 4.8973  0.1802
C24 2.1701 2.5874 3.2744  0.0324
H59 1.4677 2.8514 6.6263  0.1066
H60 0.7254 1.3425 6.1986  0.1058
H61 -0.2272 2.6960 6.9504  0.1231
H62 2.8136 1.9479 3.8696  0.1118
H63 2.6967 3.1001 2.4772  0.1073
H64 1.4305 1.9429 2.7970  0.0859
O9 -0.7759 -0.4197 -0.9549  0.0283
C25 0.1798 -0.4725 0.0207  -0.7689
O10 0.7563 0.5963 0.3374  -0.0422
O11 0.4190 -1.6105 0.4968  -0.0562
H65 -0.7459 0.4832 -1.3282  0.0512
O12 3.3405 0.9338 1.0826  0.0043
C26 4.1952 1.1228 0.0144  -0.7586
O13 3.6308 1.2304 -1.1371  -0.1169
O14 5.3963 1.0781 0.2142  0.0700
H66 2.4771 0.8389 0.6099  0.0455
O15 -0.7369 2.2645 -4.6961  0.0901
C27 -1.2782 1.1582 -4.0835  -0.7273
O16 -2.0909 0.4870 -4.7412  0.0040
O17 -0.9061 0.8121 -2.9161  -0.0982
H67 -1.4279 2.3562 -5.3760  0.1324

Record 3
Entry from OMol25: a structure of composition C21H33Br2N3O4PPtS in a non-equilibrium geometry (wB97M-V/def2-TZVPD).

## Properties
Net charge: +3
Strongest force on any atom in eV/Å: 1.69
E_HOMO in eV: -16.79
E in eV: -198403.4933
E_LUMO in eV: -11.854
HOMO-LUMO gap in eV: 4.934

Last column: natural (NBO) charge in e.
Element x y z (Å)
Pt1 0.4639 -0.0723 0.7433  0.4401
C1 2.8915 1.6893 -0.8046  -0.6789
C2 2.8186 0.3401 -1.4259  0.3264
C3 3.7484 -0.0332 -2.4028  -0.2017
C4 3.7065 -1.2759 -2.9840  -0.0541
C5 2.6948 -2.1601 -2.5896  -0.2169
C6 2.5283 -3.5020 -3.1323  0.1265
Br1 3.6730 -4.1237 -4.3734  0.4421
C7 1.4809 -4.3882 -2.7453  -0.3174
C8 0.5511 -4.0030 -1.8215  -0.0593
Br2 -0.8208 -5.0588 -1.3027  0.3939
C9 0.6623 -2.6183 -1.1807  0.4827
O1 -0.1342 -2.2152 -0.3538  -0.4584
C10 1.7909 -1.7168 -1.6250  0.2447
N1 1.8354 -0.5145 -1.0419  -0.5338
H1 3.9040 1.8739 -0.4418  0.2683
H2 2.1811 1.8003 0.0129  0.2428
H3 2.6808 2.4469 -1.5636  0.2751
H4 4.5095 0.6768 -2.6929  0.2701
H5 4.4406 -1.5593 -3.7253  0.2681
H6 1.4316 -5.3676 -3.2023  0.2904
C11 -3.7389 0.8885 -0.4511  -0.4103
N2 -3.1793 1.7571 0.5916  -0.3879
C12 -4.0423 1.8556 1.7714  -0.4124
C13 -1.9543 2.2602 0.5301  0.4281
S1 -0.7268 1.4023 -0.4549  -0.0479
N3 -1.6316 3.4000 1.0961  -0.3536
C14 -2.6601 4.3670 1.5239  -0.4143
C15 -0.2417 3.8794 1.1742  -0.4210
H7 -4.7581 1.2240 -0.6416  0.2386
H8 -3.7609 -0.1458 -0.1051  0.2148
H9 -3.1722 0.9649 -1.3734  0.2307
H10 -4.3058 0.8362 2.0576  0.2285
H11 -4.9544 2.4088 1.5508  0.2337
H12 -3.5053 2.3157 2.5946  0.2160
H13 -3.5451 4.2534 0.9012  0.2329
H14 -2.2513 5.3627 1.3757  0.2429
H15 -2.9242 4.2495 2.5745  0.2199
H16 0.3800 3.1786 1.7304  0.2234
H17 -0.2547 4.8273 1.7020  0.2382
H18 0.1700 4.0274 0.1764  0.2320
C16 -0.9597 -2.3153 4.8951  -0.6427
C17 -0.0496 -1.9957 3.7402  -0.0549
O2 0.4685 -0.6199 3.8741  -0.8344
P1 0.2154 0.5580 2.8786  2.0489
O3 -1.1212 1.3016 3.2252  -0.8529
C18 -1.2907 1.8555 4.5960  -0.0667
C19 -2.6070 1.4174 5.1778  -0.6346
O4 1.3452 1.5934 3.2072  -0.8531
C20 2.6281 1.3372 3.8939  -0.0495
C21 2.5815 1.8847 5.2931  -0.6405
H19 -1.0923 -3.3948 4.9581  0.2524
H20 -1.9404 -1.8586 4.7804  0.2169
H21 -0.5163 -1.9784 5.8310  0.2424
H22 -0.5609 -2.0697 2.7754  0.1809
H23 0.8351 -2.6306 3.7258  0.2077
H24 -1.2180 2.9366 4.4845  0.2033
H25 -0.4556 1.5205 5.2109  0.2001
H26 -3.4513 1.7723 4.5921  0.2129
H27 -2.7015 1.8320 6.1813  0.2584
H28 -2.6671 0.3336 5.2541  0.2224
H29 3.3699 1.8420 3.2784  0.2050
H30 2.8197 0.2652 3.8803  0.1927
H31 2.4297 2.9621 5.2913  0.2325
H32 3.5293 1.6768 5.7889  0.2550
H33 1.7919 1.4115 5.8759  0.2151

Record 4
Entry from OMol25: a cluster of 2 separate species, C3H8N2O in total in a non-equilibrium geometry (wB97M-V/def2-TZVPD).

## Properties
Net charge: 0
Strongest force on any atom in eV/Å: 2.11
E_HOMO in eV: -9.32
E in eV: -8266.9257
E_LUMO in eV: 0.987
HOMO-LUMO gap in eV: 10.312
SMILES: C=NC.NC=O

Last column: natural (NBO) charge in e.
Element x y z (Å)
C1 0.5393 -1.9465 0.4457  -0.4489
C2 2.2179 -2.5976 -1.0529  -0.0585
N1 1.5219 -1.6474 -0.6106  -0.3924
H1 0.8087 -1.4936 1.4010  0.2004
H2 -0.3621 -1.4531 0.0875  0.2182
H3 0.4001 -3.0242 0.5265  0.1799
H4 2.6781 -2.4876 -2.0371  0.1614
H5 2.6121 -3.4488 -0.4815  0.1398
C3 -1.7188 2.5097 0.6015  0.5012
N2 -1.6979 3.7486 0.0250  -0.8316
O1 -2.7141 1.8128 0.5105  -0.6105
H6 -0.9743 2.1181 1.3053  0.1340
H7 -0.7747 4.0878 -0.1881  0.3967
H8 -2.5361 3.8217 -0.5330  0.4103

Energy above the lowest of the compared OMol25 structures with the same formula, charge and spin (kcal/mol)
88.2; 0.0; 0.0; 55.4